No. 1
238
Properties=species:S:1:pos:R:3:mulliken_charge:R:1 method="wB97M-V/def2-TZVPD" total_energy_ha=-6177.49710 homo_energy_ev=-21.001 lumo_ev=-11.27 de_lowest_kcal_mol=0.00 charge=+7 max_force_ev_per_a=2.2
As 0.263 -1.046 0.136 2.333
F -0.976 -0.790 -1.067 -0.589
F 1.453 -0.713 -1.091 -0.538
F 1.504 -1.143 1.335 -0.463
F -1.034 -1.477 1.262 -0.624
F 0.340 -2.743 -0.185 -0.451
F 0.111 0.647 0.499 -0.450
C -0.650 -2.812 4.274 -0.415
C -0.565 -4.286 4.661 -0.492
N -0.466 -5.250 3.491 0.104
C -0.385 -6.644 4.060 -1.128
C -1.678 -5.156 2.594 -0.008
C -2.995 -5.455 3.250 -1.306
C 0.764 -4.962 2.652 -0.048
C 1.145 -5.934 1.557 -0.899
O 1.566 -7.155 2.085 -0.384
C 1.657 -8.181 1.102 -0.812
H -1.445 -2.615 3.564 -0.165
H 0.335 -2.486 3.935 -0.010
H -0.754 -2.253 5.204 0.534
H -1.471 -4.616 5.164 0.419
H 0.315 -4.479 5.271 0.560
H -1.192 -6.770 4.774 0.581
H 0.556 -6.741 4.593 0.387
H -0.464 -7.361 3.254 0.396
H -1.489 -5.869 1.790 0.223
H -1.604 -4.209 2.056 0.208
H -2.994 -6.368 3.841 0.333
H -3.791 -5.656 2.530 0.413
H -3.376 -4.622 3.843 0.312
H 1.544 -4.857 3.411 0.559
H 0.592 -3.985 2.198 -0.130
H 1.970 -5.457 1.004 0.425
H 0.322 -6.041 0.838 0.418
H 2.412 -7.891 0.358 0.314
H 0.728 -8.362 0.555 0.338
H 2.011 -9.078 1.598 0.300
C -9.974 3.966 -0.277 -1.155
C -9.811 4.249 1.209 -0.642
N -8.912 3.325 2.010 0.210
C -9.093 3.611 3.473 -0.881
C -9.241 1.865 1.756 -0.931
C -10.703 1.507 1.976 -1.404
C -7.512 3.593 1.546 -0.739
C -6.402 2.741 2.120 -0.165
O -6.253 3.050 3.480 -0.364
C -5.277 2.257 4.128 -0.795
H -10.733 4.695 -0.571 0.454
H -10.343 2.973 -0.505 0.254
H -9.093 4.283 -0.833 0.359
H -10.790 4.189 1.686 0.504
H -9.509 5.274 1.426 0.604
H -8.650 4.566 3.735 0.359
H -8.652 2.785 4.016 0.375
H -10.157 3.652 3.695 0.441
H -8.580 1.318 2.424 0.572
H -8.926 1.655 0.734 0.655
H -10.989 1.573 3.026 0.410
H -10.778 0.468 1.661 0.317
H -11.398 2.167 1.467 0.369
H -7.316 4.662 1.621 0.488
H -7.528 3.437 0.465 0.415
H -5.485 2.993 1.568 0.549
H -6.577 1.665 1.989 -0.149
H -5.580 1.200 4.059 0.301
H -5.289 2.506 5.185 0.318
H -4.261 2.313 3.726 0.303
C -9.388 -2.200 -1.707 -1.213
C -8.753 -3.263 -0.833 -0.517
N -7.845 -2.752 0.268 0.450
C -8.495 -1.640 1.031 -1.501
C -7.679 -3.892 1.271 -0.271
C -7.360 -5.256 0.668 -1.395
C -6.511 -2.422 -0.403 -0.975
C -5.410 -1.653 0.340 -0.257
O -5.234 -2.168 1.615 -0.178
C -4.026 -2.101 2.347 -1.006
H -9.823 -1.395 -1.123 0.246
H -10.217 -2.578 -2.306 0.443
H -8.673 -1.834 -2.447 0.384
H -8.263 -4.047 -1.403 0.421
H -9.563 -3.795 -0.326 0.467
H -7.955 -1.429 1.950 0.426
H -9.445 -2.101 1.307 0.455
H -8.685 -0.757 0.435 0.561
H -8.647 -3.957 1.765 0.482
H -6.899 -3.651 1.982 0.399
H -6.714 -5.221 -0.210 0.374
H -8.255 -5.779 0.333 0.408
H -6.880 -5.897 1.405 0.364
H -6.771 -1.928 -1.336 0.436
H -6.094 -3.399 -0.634 0.365
H -5.603 -0.568 0.342 0.205
H -4.535 -1.796 -0.310 0.306
H -3.513 -1.143 2.487 0.366
H -3.266 -2.814 2.020 0.310
H -4.338 -2.363 3.359 0.365
C -0.833 2.023 -6.704 -1.321
C -0.920 1.580 -5.246 -0.648
N -0.233 2.470 -4.213 0.960
C -0.705 1.903 -2.898 -1.041
C 1.256 2.349 -4.353 -0.205
C 1.820 0.948 -4.247 -1.535
C -0.835 3.836 -4.387 -0.808
C -0.553 4.820 -3.258 -1.239
O 0.809 4.957 -2.902 0.113
C 1.544 5.792 -3.792 -0.926
H -1.137 3.056 -6.829 0.314
H -1.454 1.396 -7.338 0.458
H 0.194 1.917 -7.064 0.335
H -0.697 0.527 -5.106 0.552
H -1.984 1.657 -5.003 0.518
H -0.492 0.841 -2.870 0.338
H -1.701 2.268 -2.680 0.393
H -0.067 2.287 -2.095 0.145
H 1.645 2.952 -3.533 0.104
H 1.560 2.861 -5.266 0.567
H 1.521 0.337 -5.103 0.330
H 1.530 0.457 -3.319 0.225
H 2.905 0.998 -4.326 0.629
H -1.914 3.742 -4.501 0.419
H -0.475 4.269 -5.318 0.513
H -1.055 4.527 -2.333 0.304
H -0.961 5.799 -3.531 0.548
H 2.505 5.992 -3.322 0.237
H 1.053 6.760 -3.937 0.376
H 1.710 5.349 -4.777 0.312
C 3.319 -0.798 5.087 -1.516
C 4.280 -0.991 3.932 -0.013
N 5.608 -1.595 4.227 0.526
C 6.190 -0.946 5.472 -1.063
C 5.445 -3.103 4.523 -0.141
C 6.741 -3.782 4.884 -1.287
C 6.576 -1.338 3.114 -1.345
C 6.061 -1.501 1.692 -0.485
O 5.554 -2.800 1.519 -0.359
C 5.339 -3.126 0.158 -0.616
H 3.531 0.096 5.676 0.411
H 3.179 -1.663 5.729 0.351
H 2.361 -0.515 4.642 0.445
H 4.441 -0.043 3.412 0.028
H 3.801 -1.597 3.158 0.312
H 5.936 0.111 5.397 0.420
H 7.264 -1.076 5.443 0.433
H 5.679 -1.322 6.352 0.390
H 4.999 -3.481 3.607 0.255
H 4.728 -3.121 5.340 0.366
H 7.475 -3.850 4.083 0.359
H 6.549 -4.836 5.099 0.437
H 7.150 -3.365 5.803 0.362
H 7.538 -1.797 3.313 0.455
H 6.770 -0.261 3.211 0.786
H 6.962 -1.380 1.070 0.948
H 5.342 -0.743 1.362 -0.045
H 6.292 -3.264 -0.365 0.366
H 4.787 -2.376 -0.424 0.070
H 4.780 -4.058 0.174 0.312
C 2.213 4.124 0.368 -1.470
C 1.375 5.381 0.672 0.016
C 2.272 6.431 1.311 -1.103
N 1.816 7.869 1.193 0.266
C 0.597 8.068 2.036 -0.873
C 1.595 8.307 -0.236 -0.547
C 1.780 9.807 -0.247 -0.688
C 2.619 10.171 0.989 -0.723
C 2.878 8.823 1.685 -0.577
H 2.990 4.297 -0.380 0.422
H 1.603 3.262 0.109 0.163
H 2.793 3.882 1.267 0.682
H 0.514 5.102 1.278 0.401
H 0.966 5.723 -0.282 0.087
H 3.245 6.460 0.815 0.315
H 2.470 6.257 2.369 0.450
H 0.162 9.045 1.837 0.428
H 0.831 7.958 3.089 0.320
H -0.136 7.339 1.693 0.354
H 0.619 7.932 -0.547 0.393
H 2.297 7.732 -0.846 0.323
H 0.808 10.296 -0.148 0.384
H 2.140 10.154 -1.213 0.436
H 2.216 10.939 1.639 0.361
H 3.587 10.535 0.645 0.314
H 2.908 8.937 2.765 0.439
H 3.835 8.427 1.346 0.397
C 3.554 -6.329 -8.190 -1.435
C 3.597 -5.160 -7.215 -0.219
C 2.224 -4.753 -6.711 -0.750
N 2.287 -3.867 -5.477 0.408
C 3.027 -2.611 -5.770 -1.030
C 0.870 -3.500 -5.062 -0.811
C 0.903 -3.267 -3.539 0.452
C 2.285 -3.775 -3.086 -0.359
C 2.843 -4.564 -4.263 -1.078
H 3.269 -7.223 -7.628 0.369
H 4.495 -6.500 -8.700 0.385
H 2.763 -6.220 -8.934 0.366
H 4.046 -4.296 -7.719 0.364
H 4.286 -5.364 -6.391 0.259
H 1.708 -5.638 -6.336 0.372
H 1.646 -4.257 -7.487 0.510
H 2.619 -2.157 -6.669 0.380
H 4.085 -2.854 -5.821 0.346
H 2.903 -1.899 -4.953 0.290
H 0.473 -2.655 -5.615 0.426
H 0.344 -4.429 -5.270 0.346
H 0.801 -2.235 -3.210 -0.652
H 0.103 -3.855 -3.096 0.491
H 2.963 -2.923 -2.984 0.047
H 2.279 -4.279 -2.125 0.595
H 3.924 -4.556 -4.377 0.561
H 2.559 -5.617 -4.249 0.332
C 3.844 1.167 -0.429 -1.834
C 5.034 1.911 0.216 0.636
C 6.116 1.823 -0.862 -1.693
N 7.495 2.366 -0.502 0.526
C 7.314 3.808 -0.112 -1.037
C 8.427 2.232 -1.680 -0.597
C 9.016 0.844 -1.579 -0.579
C 9.299 0.762 -0.069 -0.672
C 8.120 1.486 0.587 -0.204
H 4.006 0.138 -0.752 0.447
H 3.435 1.727 -1.273 0.614
H 2.999 1.079 0.260 0.213
H 5.326 1.542 1.202 0.422
H 4.727 2.927 0.465 0.256
H 5.791 2.254 -1.809 0.606
H 6.337 0.781 -1.109 0.174
H 6.856 3.813 0.873 0.426
H 6.614 4.228 -0.828 0.358
H 8.285 4.291 -0.123 0.367
H 9.235 2.954 -1.540 0.444
H 7.966 2.510 -2.627 0.310
H 9.937 0.728 -2.142 0.447
H 8.288 0.104 -1.919 0.270
H 10.205 1.330 0.135 0.359
H 9.382 -0.285 0.211 0.388
H 8.392 2.153 1.402 0.346
H 7.380 0.782 0.962 -0.265

=====

No. 2
22
Properties=species:S:1:pos:R:3:mulliken_charge:R:1 method="wB97M-V/def2-TZVPD" smiles="C=CCC(F)(F)C1=[NH+]CCN1" total_energy_ha=-582.26649 homo_energy_ev=-13.129 lumo_ev=-3.64 de_lowest_kcal_mol=4.17 charge=+1 max_force_ev_per_a=5.7
C 0.724 3.615 -1.659 -0.651
C 1.189 2.464 -1.186 -0.208
C 0.274 1.126 -1.175 -0.496
C 0.466 0.731 0.346 0.881
F 1.625 0.695 0.874 -0.260
F -0.436 1.585 1.057 -0.314
C -0.080 -0.672 0.617 -0.088
N -1.355 -0.920 0.712 -0.102
C -1.580 -2.253 1.169 -0.508
C -0.135 -2.929 0.724 -0.594
N 0.690 -1.783 0.572 -0.104
H 1.231 4.544 -1.318 0.234
H -0.105 3.686 -2.370 0.276
H 2.078 2.334 -0.469 0.287
H -0.866 1.197 -1.418 0.359
H 0.774 0.414 -1.885 0.299
H -2.057 -0.174 0.798 0.297
H -2.390 -2.693 0.694 0.341
H -1.788 -2.255 2.211 0.323
H 0.305 -3.613 1.354 0.422
H -0.275 -3.367 -0.197 0.341
H 1.714 -1.732 0.549 0.265